Record 1
DFT (ωB97M-V/def2-TZVPD) results for C24H33N6OV as an isolated structure at a distorted geometry.

Calculated values
- HOMO (alpha / beta): -8.96 / -9.25 eV
- Total charge: +1
- 2S+1: 4
- LUMO (alpha / beta): -2.539 / -2.609 eV
- Frontier orbital gap (alpha / beta): 6.42 / 6.64 eV
- Largest force on an atom: 0.0837 Eh/bohr
- Energy above the lowest of the compared OMol25 structures with the same formula, charge and spin: 17.4 kcal/mol
- Expectation value of S²: 3.772

```
65
Properties=species:S:1:pos:R:3:forces:R:3
V -0.53242 -0.28014 -0.76346 0.63 -2.36 -1.01
C 2.30345 0.64574 -0.74529 0.37 -0.96 0.13
N 1.49098 -0.44655 -1.39644 1.22 0.31 0.32
C 1.48231 -0.19915 -2.86307 0.05 -0.79 -0.07
C 2.01500 -1.79273 -1.03979 -0.09 -0.59 0.39
C 3.27443 -2.20333 -1.41175 0.26 -0.74 -0.14
C 3.68699 -3.51426 -1.09597 0.95 0.44 0.32
C 2.89866 -4.36557 -0.33757 -0.23 -0.03 -0.09
C 1.62334 -3.97392 0.06055 0.43 0.68 -0.65
C 1.16674 -2.69294 -0.29226 -0.78 1.57 -0.24
N -0.08694 -2.12843 -0.03145 0.68 0.39 -0.60
C -1.19957 -2.83232 0.39847 0.35 0.25 0.20
C -1.15253 -3.76535 1.44645 -0.57 -0.47 -0.43
C -2.31260 -4.47816 1.76413 -0.51 0.41 -0.61
C -3.51306 -4.13927 1.11927 0.38 0.23 0.45
C -3.56660 -3.07936 0.20312 -0.45 -0.45 0.06
C -2.41690 -2.44972 -0.21762 0.57 -0.05 0.73
N -2.32114 -1.38350 -1.24270 -1.22 -0.71 -0.37
C -3.56474 -0.55279 -1.35940 0.28 -0.54 -0.31
C -2.13226 -2.05151 -2.58816 0.03 0.43 0.10
H 3.33975 0.70800 -1.16320 -0.72 -0.21 0.32
H 2.34074 0.44478 0.34091 0.06 0.11 -0.53
H 1.82555 1.60064 -0.92210 -0.22 0.33 -0.07
H 2.51950 -0.13321 -3.23578 -0.44 0.33 -0.02
H 0.88502 0.70616 -3.08358 0.48 -0.26 -0.01
H 1.03273 -1.06807 -3.37668 0.04 0.41 0.27
H 3.96954 -1.57201 -1.97692 -0.36 -0.11 0.23
H 4.71909 -3.79945 -1.31820 -0.44 0.02 -0.13
H 3.26052 -5.35644 -0.03947 -0.07 0.44 -0.24
H 0.98982 -4.65164 0.59100 -0.13 -0.18 0.13
H -0.20071 -3.95707 1.94404 -0.48 0.12 -0.06
H -2.33124 -5.28982 2.48562 0.20 0.23 0.02
H -4.43976 -4.63954 1.39668 0.25 0.09 -0.10
H -4.54954 -2.80050 -0.14875 0.01 0.09 -0.24
H -4.42354 -1.17512 -1.62279 -0.01 0.00 0.02
H -3.41492 0.14671 -2.19213 0.00 -0.03 0.27
H -3.76159 -0.02638 -0.43613 0.04 0.00 0.11
H -2.98692 -2.71665 -2.84144 0.49 0.38 0.30
H -1.19293 -2.63497 -2.60512 -0.46 0.31 0.08
H -2.10549 -1.22658 -3.32694 0.15 -0.56 0.12
C 1.82728 3.60047 3.42925 -0.21 0.75 0.21
C 1.48176 2.12393 3.27338 1.32 -0.27 -0.55
N 0.37342 1.91518 2.36011 -1.20 -0.31 -0.29
C 0.06583 2.71311 1.30971 -1.17 0.45 0.09
N -0.94504 2.28843 0.47976 1.79 2.76 1.57
C -1.24468 3.09081 -0.70995 -0.74 0.45 -0.26
C -0.96712 4.61590 -0.51117 0.20 -0.86 0.20
C 0.42560 4.84714 0.04009 0.82 -1.21 -0.89
N 0.66000 3.93814 1.18354 -0.34 -0.59 0.37
C 1.74098 4.35588 2.08869 1.48 -1.09 -0.71
H 2.87346 3.71875 3.77037 -0.59 -0.19 -0.01
H 1.18671 4.10380 4.19002 0.26 -0.46 -0.59
H 1.21432 1.65866 4.22518 0.19 0.10 -0.17
H 2.39445 1.60399 2.84982 -0.93 0.32 0.58
H -0.33457 1.19643 2.61401 0.86 0.79 -0.52
H -2.30454 2.93664 -0.95707 0.16 0.17 0.30
H -0.72691 2.69617 -1.59626 0.39 0.14 0.12
H -1.64794 5.02273 0.22866 -0.48 -0.02 -0.12
H -1.06980 5.14175 -1.46323 -0.17 -0.10 0.16
H 0.59690 5.89198 0.34156 -0.15 -0.50 0.11
H 1.18269 4.59522 -0.75344 -0.46 0.37 0.62
H 1.64852 5.41018 2.27773 -0.20 0.45 0.02
H 2.71695 4.22340 1.50957 -1.05 0.14 0.73
O -2.39974 0.54750 1.20427 3.11 1.97 -1.01
C -1.36731 0.88820 0.53932 -3.66 -1.77 1.40
```
Forces are in eV/Å.

=====

Record 2
DFT (ωB97M-V/def2-TZVPD) results for C24H33NOOsP2 as an isolated structure at a distorted geometry.

Calculated values
- HOMO (alpha / beta): -14.02 / -14.84 eV
- Total charge: +2
- 2S+1: 5
- LUMO (alpha / beta): -5.135 / -9.275 eV
- Frontier orbital gap (alpha / beta): 8.89 / 5.56 eV
- Largest force on an atom: 0.1331 Eh/bohr
- Expectation value of S²: 6.040

```
62
Properties=species:S:1:pos:R:3:forces:R:3
C -1.36930 3.22659 -2.67639 -0.01 -0.61 0.61
C -1.12395 2.02597 -2.00891 -0.02 0.10 0.05
C 0.22280 1.58881 -1.83926 0.07 0.05 0.21
C 1.27631 2.42319 -2.27902 0.33 0.38 -0.26
C 0.99618 3.70123 -2.76198 -0.26 -0.07 -0.05
C -0.31893 4.08389 -3.01139 0.30 0.08 0.00
C 2.68901 1.91427 -2.36565 -0.47 -0.32 -0.50
C 2.75014 0.41736 -2.26953 0.22 -0.11 0.04
C 1.62098 -0.33544 -1.87957 0.36 0.06 -0.27
C 1.60666 -1.74479 -2.08584 0.06 0.23 0.27
C 2.73922 -2.35490 -2.62074 -0.33 0.08 0.29
C 3.90383 -1.61913 -2.86017 0.08 0.21 0.05
C 3.91771 -0.24269 -2.65303 -0.20 -0.29 -0.09
H -2.39897 3.49667 -2.89828 0.19 0.04 0.05
H 1.82456 4.37422 -2.99294 -0.27 -0.24 -0.09
H -0.53010 5.04128 -3.48802 0.06 -0.24 0.18
H 3.05765 2.17681 -3.37396 -0.17 -0.10 0.24
H 2.70485 -3.42367 -2.83426 0.09 0.27 0.03
H 4.79278 -2.11567 -3.24355 -0.19 0.07 0.14
H 4.82313 0.34269 -2.82522 -0.28 -0.21 -0.13
N 0.51129 0.31927 -1.30772 0.43 0.19 -2.74
Os -0.14191 -0.28988 0.57292 -1.21 1.20 1.15
C -2.26864 1.17702 -1.51005 -0.02 -0.25 0.18
H -2.31653 0.19429 -2.00883 0.00 0.31 0.07
H -3.22920 1.68711 -1.66087 0.20 -0.11 -0.06
C 0.36545 -2.55283 -1.76974 -0.12 0.08 0.11
H -0.51734 -2.20772 -2.33127 0.29 -0.11 0.04
H 0.53964 -3.61324 -1.99142 -0.10 0.20 -0.09
P -2.11040 0.85620 0.30753 -1.63 1.68 -0.70
P -0.08415 -2.47088 0.02004 -0.06 -3.08 -1.35
C 1.22237 -3.46673 0.79065 0.07 0.18 0.39
H 1.10987 -3.45179 1.88058 0.06 -0.09 -0.19
H 1.15563 -4.49994 0.42727 -0.04 0.23 0.05
H 2.20242 -3.05215 0.53206 -0.14 -0.06 0.02
C -1.61248 -3.43161 0.20587 -0.14 -0.02 0.12
H -1.43408 -4.47621 -0.08264 -0.05 0.25 0.04
H -1.94033 -3.39951 1.25279 0.10 -0.04 -0.21
H -2.40566 -3.00743 -0.42069 0.17 -0.11 0.07
C -2.08857 2.52654 1.02359 -0.01 -0.01 0.12
H -3.03614 3.03728 0.80570 0.17 -0.12 0.08
H -1.93811 2.46840 2.10851 -0.07 0.05 -0.24
H -1.26518 3.09544 0.57596 -0.14 -0.11 0.11
C -3.69672 0.10903 0.79955 0.10 -0.26 0.16
H -3.79744 0.14478 1.89241 0.02 -0.04 -0.27
H -4.52861 0.66695 0.34432 0.32 -0.09 0.10
H -3.74352 -0.93745 0.46947 -0.03 0.27 0.10
C 1.61967 -0.05262 1.14628 6.34 1.62 2.00
O 2.75877 0.04057 1.41962 -3.92 -0.55 -1.01
H 3.39277 2.42769 -1.72774 0.11 0.12 0.65
C -1.53500 0.57641 4.47389 -0.14 0.04 -0.03
C -0.36887 0.23094 3.55527 0.50 0.10 -0.12
C 0.84303 -0.19041 4.39867 0.06 0.11 -0.17
C -0.72823 -0.85604 2.49918 -0.20 -0.88 0.34
H -1.91564 -0.31819 4.97801 0.04 0.11 -0.07
H -2.35940 1.04999 3.93192 -0.04 -0.10 0.05
H -1.19731 1.28152 5.24178 -0.12 -0.12 -0.14
H -0.08532 1.14240 2.99791 -0.05 0.05 0.32
H 0.66954 -1.16246 4.87259 -0.03 0.14 -0.03
H 1.75550 -0.25835 3.79804 -0.09 -0.08 0.13
H 1.02663 0.54857 5.18600 0.01 -0.15 -0.14
H -1.80598 -1.06927 2.51378 0.16 -0.11 0.09
H -0.20640 -1.79234 2.75653 -0.34 0.18 0.32
```
Forces are in eV/Å.

=====

Record 3
DFT (ωB97M-V/def2-TZVPD) results for C24H33O8PtS as an isolated structure at a distorted geometry.

Calculated values
- HOMO (alpha / beta): -2.03 / -4.55 eV
- Total charge: -1
- 2S+1: 5
- LUMO (alpha / beta): 2.400 / 1.828 eV
- Frontier orbital gap (alpha / beta): 4.43 / 6.37 eV
- Largest force on an atom: 0.0675 Eh/bohr
- Expectation value of S²: 6.043

```
67
Properties=species:S:1:pos:R:3:forces:R:3
C 0.15043 0.37403 -3.57253 -0.50 0.24 -0.91
C -0.45219 1.02009 -2.31715 -0.17 -0.23 -0.02
C 1.35820 -0.45392 -3.11032 0.06 0.13 -0.16
C 1.72258 0.08430 -1.71813 0.10 0.11 1.16
H 2.17407 -0.26458 -3.80367 0.01 -0.21 -0.10
H 1.13240 -1.52502 -3.12768 0.02 0.21 0.17
C 0.76970 1.30696 -1.45078 -0.09 0.14 -0.17
H -1.12208 0.28532 -1.83087 0.34 0.35 -0.16
H -1.01516 1.92637 -2.57286 -0.01 -0.32 0.17
C 0.42703 1.48906 0.01861 0.37 -1.14 0.90
H 1.23796 2.24876 -1.78959 -0.02 -0.26 -0.14
H 2.74046 0.49032 -1.73358 0.03 -0.10 -0.11
C 1.67929 -0.92430 -0.59057 1.06 -0.05 -1.39
C -0.86364 -0.43398 -4.36347 -1.46 -0.71 1.47
C 0.55420 1.39846 -4.62449 1.74 0.39 -0.31
O 1.56413 1.36838 -5.30671 -0.92 0.09 0.80
O -1.84272 -0.97712 -3.86610 1.37 0.59 -1.03
O -0.58383 -0.44990 -5.67916 -0.45 -0.39 0.30
O -0.36713 2.36168 -4.76979 -0.01 0.00 -0.19
C -0.08363 3.24824 -5.85156 -0.19 0.12 -0.08
H -0.94814 3.90678 -5.91368 0.09 0.02 -0.03
H 0.03916 2.68160 -6.77958 0.02 0.14 0.14
H 0.82474 3.81815 -5.64739 -0.08 -0.06 -0.08
C -1.57612 -1.11617 -6.45621 -0.05 -0.13 -0.21
H -1.75769 -2.12433 -6.06972 0.03 0.21 -0.13
H -1.16390 -1.14309 -7.46115 -0.11 -0.09 -0.04
H -2.51037 -0.54647 -6.43709 0.11 -0.13 0.01
O 0.26016 0.22170 0.60328 -0.28 1.61 -3.06
H -0.48093 2.10208 0.15262 0.02 0.11 -0.28
H 1.24276 2.00448 0.56338 0.01 0.20 -0.39
C 2.79977 -0.87721 0.36959 0.07 -0.15 0.41
C 0.82156 -2.11242 -0.67790 -0.32 -0.53 -0.07
H 1.29717 -2.88919 -1.30282 -0.10 -0.20 0.01
H -0.15228 -1.88806 -1.15602 0.27 -0.11 0.30
H 0.66275 -2.55600 0.32046 -0.02 0.22 -0.40
H 2.57963 -1.45772 1.27622 0.11 0.32 -0.32
H 3.03940 0.15934 0.65322 -0.05 -0.19 0.08
H 3.71017 -1.30350 -0.06974 0.30 -0.04 -0.05
Pt -0.27918 0.08127 2.48719 -1.94 0.26 1.67
C 0.28906 1.08238 4.89110 0.09 0.91 0.13
C 0.87492 1.42542 3.60028 -1.27 1.73 -0.47
C -0.17306 2.24352 2.89561 1.68 -0.94 1.03
H 1.91202 1.43045 3.29945 0.00 -0.11 0.34
C -1.29030 2.33554 3.77944 0.19 0.64 0.43
C -0.99085 1.66015 4.98121 0.47 0.11 0.25
H -1.63089 1.62818 5.85436 -0.05 -0.23 -0.17
H 0.84166 0.56803 5.68045 -0.35 0.11 -0.37
H 0.06388 2.86839 2.03591 -0.41 -0.25 0.37
H -2.18950 2.91184 3.56093 0.17 -0.30 0.11
C -1.90363 -2.03587 3.05710 -0.80 -0.03 -0.50
C -2.72867 -1.24873 3.86619 -0.87 0.26 0.22
C -3.09911 -0.08077 3.15983 -0.79 -0.60 0.87
H -3.10618 -1.52764 4.86054 0.43 0.28 -0.48
C -2.50707 -0.10042 1.86294 1.60 -1.97 -0.44
C -1.72327 -1.36298 1.77918 -1.80 1.15 -0.13
H -1.41206 -1.81406 0.83562 0.10 0.20 0.53
H -1.54015 -3.03498 3.30157 0.04 0.51 -0.13
H -3.79986 0.67758 3.52980 0.50 -0.29 -0.15
H -2.72668 0.54126 1.01762 0.04 -0.06 0.20
C 0.65078 -2.38549 5.22917 0.24 -0.03 0.18
S 1.68128 -2.04538 3.80191 -1.16 1.55 -2.14
O 2.45244 -0.83352 4.08508 -0.31 -1.45 0.26
O 2.36786 -3.26107 3.47567 0.62 -0.51 0.48
O 0.69700 -1.78356 2.61336 2.24 -1.17 2.31
H 1.33143 -2.68319 6.03940 -0.17 0.11 -0.25
H -0.01815 -3.21636 4.99099 0.15 0.18 -0.01
H 0.08835 -1.49312 5.52102 0.09 -0.23 -0.22
```
Forces are in eV/Å.

=====

Record 4
DFT (ωB97M-V/def2-TZVPD) results for C24H34AlBr24Cl2O2S as an isolated structure at a distorted geometry.

Calculated values
- HOMO: -5.20 eV
- Total charge: -1
- LUMO: 0.602 eV
- Frontier orbital gap: 5.80 eV
- Largest force on an atom: 0.0585 Eh/bohr

```
88
Properties=species:S:1:pos:R:3:forces:R:3
C -4.18104 2.03060 2.03865 0.68 -1.18 -0.13
C -4.06955 1.52917 0.52081 -0.68 1.82 1.55
C -4.84702 2.50735 -0.45477 -0.08 0.24 0.56
Al -6.19988 1.62436 -1.69498 0.09 1.56 -0.56
O -7.19783 3.00670 -2.48824 -0.16 -1.40 0.51
C -5.40031 0.55059 -3.23673 -0.61 -0.72 -0.62
C -5.92430 0.98182 -4.67361 0.76 -0.75 -0.34
C -5.05731 2.14063 -5.34810 -1.39 -0.08 0.06
S -4.14970 3.20773 -4.14886 0.21 0.52 -0.10
C -7.59246 0.52687 -0.60407 0.46 -0.33 -1.50
Cl -7.44688 0.98698 1.15884 -0.34 -0.50 -0.46
C -7.51703 -1.02106 -0.87248 -2.47 -0.01 1.26
C -8.80040 -1.69256 -0.20285 -0.12 -0.74 0.42
Cl -6.05366 -1.83976 -0.15888 -0.25 0.51 -0.50
O -2.63107 1.47743 0.26185 -1.01 -1.01 -1.21
C -2.48871 1.00967 -1.08398 0.85 -1.07 0.01
C -1.22932 0.10013 -1.28948 1.40 -0.82 -0.48
C -0.40213 -0.42772 -0.20632 0.56 -0.66 -2.43
C 0.72785 -1.30556 -0.57910 -0.99 0.14 -1.79
C 1.03025 -1.65331 -1.97523 -1.79 1.40 0.17
C 0.20486 -1.10429 -3.07370 -0.34 0.34 2.97
C -0.90155 -0.23915 -2.69468 0.90 -0.59 0.87
H -5.09351 2.64498 2.22469 0.84 -0.51 -0.19
H -4.21628 1.09764 2.67979 -0.11 1.05 -0.42
H -3.22980 2.55865 2.34065 -1.16 -0.25 -0.46
H -4.53971 0.50563 0.51829 0.84 0.67 -0.33
H -5.43886 3.20959 0.21056 0.57 -0.64 -0.78
H -4.17174 3.18066 -1.05958 -0.38 -0.79 0.69
H -8.09474 2.64035 -2.60635 0.53 0.51 0.00
H -4.27909 0.53493 -3.28577 -0.89 -0.08 0.13
H -5.74054 -0.52625 -3.09422 0.55 0.93 -0.21
H -5.77468 0.07879 -5.34716 -0.28 0.98 0.46
H -7.02483 1.20060 -4.70834 1.04 0.11 0.25
H -5.72353 2.81084 -5.96076 0.79 -0.75 0.45
H -4.29539 1.65833 -6.01794 -0.53 0.74 0.73
H -4.92414 4.32620 -3.89853 0.04 -1.18 -0.51
H -8.62142 0.85129 -0.94862 0.96 -0.44 0.56
H -7.58271 -1.27206 -1.96467 0.57 0.56 1.00
H -9.64095 -1.84390 -0.93564 0.90 0.26 0.46
H -9.21782 -1.07833 0.64080 0.63 -0.40 -0.81
H -8.56686 -2.70348 0.24380 -0.20 0.98 -0.61
H -3.38076 0.35137 -1.30369 0.88 0.82 -0.20
H -2.39478 1.85969 -1.81135 -0.44 -0.71 0.56
H -0.62897 -0.17803 0.86124 0.21 -0.28 -1.20
H 1.40999 -1.78023 0.18715 -1.94 0.58 -1.83
H 1.87271 -2.33125 -2.25844 -0.79 0.68 0.60
H 0.43422 -1.38669 -4.13230 -0.37 0.46 1.14
H -1.54130 0.19479 -3.50816 0.60 -0.42 0.95
C 4.43055 -1.09946 2.36238 -0.21 0.10 0.20
Br 5.71554 -0.77988 0.95385 -0.12 -0.10 0.18
Br 2.66982 -1.49120 1.65690 1.59 0.32 1.13
Br 5.03751 -2.47118 3.58988 0.09 0.12 -0.07
H 4.34762 -0.17881 2.93219 0.05 -0.15 -0.06
C 8.47212 -0.26575 4.27647 -0.15 -0.09 0.00
Br 7.98893 1.60320 4.15225 0.09 -0.26 -0.01
Br 10.02742 -0.67920 3.20102 -0.15 0.13 0.15
Br 8.70016 -0.82946 6.11142 -0.01 0.11 -0.28
H 7.64215 -0.83668 3.86933 0.13 0.07 0.04
C 11.02914 -3.33324 0.54857 -0.10 0.08 0.06
Br 12.33498 -3.00544 -0.84177 -0.10 -0.16 0.24
Br 9.27827 -3.71492 -0.18314 0.30 0.08 0.12
Br 11.61575 -4.71617 1.77038 -0.09 0.21 -0.22
H 10.94079 -2.41476 1.12494 0.00 -0.24 -0.16
C 7.83151 2.05844 -0.73782 -0.14 0.02 0.09
Br 8.03102 0.29820 -1.51409 0.07 0.21 0.04
Br 9.38748 3.16333 -1.06188 -0.17 -0.16 -0.01
Br 6.20176 2.91851 -1.32045 0.27 -0.15 0.06
H 7.75411 1.92485 0.33723 0.04 0.01 -0.15
C 10.92980 0.44236 -4.71877 -0.04 0.03 0.04
Br 12.23044 0.77663 -6.11241 -0.16 -0.07 0.16
Br 9.17942 0.05639 -5.44869 0.29 0.02 0.10
Br 11.52322 -0.93849 -3.49822 -0.19 0.24 -0.22
H 10.83901 1.35791 -4.14247 0.00 -0.15 -0.08
C 2.57219 -3.36541 6.36079 -0.08 -0.01 -0.10
Br 1.51428 -1.91402 7.07861 0.15 -0.21 -0.08
Br 4.22262 -3.60627 7.34348 -0.21 0.03 -0.12
Br 1.55451 -5.00390 6.24283 0.18 0.18 0.09
H 2.84546 -3.08814 5.34734 -0.03 -0.03 0.16
C -0.73919 5.09088 2.16710 0.04 -0.24 0.04
Br -0.61338 3.33582 1.37123 0.02 0.51 0.13
Br 0.79450 6.19490 1.73386 -0.14 -0.04 0.04
Br -2.40354 5.96386 1.71034 0.24 -0.13 0.01
H -0.73685 4.95445 3.24346 0.01 0.08 -0.17
C -2.63963 -5.05345 4.73590 -0.02 0.09 -0.07
Br -1.63792 -3.40144 4.71221 -0.15 -0.20 -0.01
Br -1.98815 -6.30621 3.41374 -0.04 0.16 0.21
Br -2.68830 -5.83705 6.50530 0.06 0.08 -0.21
H -3.66240 -4.80995 4.46719 0.16 -0.05 0.04
```
Forces are in eV/Å.